ORCA calculation (ωB97M-V with the def2-TZVPD basis set) on 15 unconnected molecules or ions with the total composition C84H213N15O27.

HOMO energy   -8.05 eV
Energy   -168173.0077 eV
LUMO energy   0.60 eV
Relative energy (zero: lowest compared OMol25 entry of this formula, charge and spin)   3.3386 eV

Last column: Löwdin charge in e.
Cartesian coordinates (Å):
C: 0.61723 -9.38597 -0.80489  -0.05
O: 0.16212 -8.22027 -1.56277  -0.22
C: 0.49665 -8.19618 -2.91559  -0.24
C: -0.21990 -7.14222 -3.77728  -0.18
N: 0.28934 -5.78037 -3.52739  -0.04
C: -0.45553 -4.72689 -4.25823  -0.18
C: 0.14628 -3.37204 -4.10021  -0.20
O: 1.09792 -3.24468 -5.13887  -0.21
C: 1.80298 -2.02098 -5.17060  -0.09
H: 1.29290 -9.14391 0.01546  0.08
H: 1.16385 -10.06267 -1.46170  0.08
H: -0.22988 -9.92325 -0.37847  0.08
H: 0.48470 -9.12798 -3.48102  0.13
H: 1.54007 -7.88879 -2.84561  0.11
H: -1.29110 -7.19719 -3.58341  0.11
H: -0.16239 -7.37393 -4.84081  0.10
H: 0.49950 -5.56628 -2.56299  0.06
H: -1.48533 -4.48734 -3.99323  0.10
H: -0.39496 -4.99181 -5.31381  0.12
H: 0.49553 -3.33942 -3.06819  0.12
H: -0.59325 -2.57485 -4.17549  0.11
H: 2.32306 -1.89054 -4.22159  0.06
H: 1.11273 -1.18873 -5.30846  0.09
H: 2.58588 -1.92735 -5.92320  0.09
C: -4.58369 -0.89636 7.54097  -0.09
O: -4.22384 -1.53648 6.33522  -0.19
C: -3.20149 -0.94600 5.56292  -0.20
C: -3.03613 -1.80052 4.29126  -0.18
N: -2.79651 -3.23349 4.56264  -0.02
C: -2.78673 -3.97745 3.26471  -0.21
C: -2.69161 -5.41707 3.68023  -0.23
O: -3.75666 -6.00489 4.42992  -0.16
C: -4.89077 -6.18796 3.58897  -0.11
H: -5.49583 -1.34212 7.93773  0.09
H: -4.77302 0.13559 7.24547  0.08
H: -3.82174 -0.89867 8.32041  0.08
H: -2.31192 -0.92193 6.19236  0.11
H: -3.45579 0.03635 5.16490  0.10
H: -2.23363 -1.40898 3.66612  0.12
H: -3.91272 -1.68227 3.65430  0.08
H: -3.49660 -3.72229 5.10214  0.10
H: -1.89771 -3.73644 2.68192  0.10
H: -3.65224 -3.79729 2.62710  0.10
H: -1.80304 -5.55887 4.29540  0.13
H: -2.52728 -5.99881 2.77323  0.11
H: -5.17522 -5.19915 3.22915  0.06
H: -5.74947 -6.70615 4.01581  0.09
H: -4.74338 -6.78166 2.68681  0.08
C: -6.98960 -1.72873 -7.78173  -0.14
O: -5.61764 -1.51708 -7.58501  -0.22
C: -5.09819 -0.14229 -7.88756  -0.15
C: -3.75244 0.06650 -7.17690  -0.18
N: -3.92521 -0.22144 -5.73449  -0.04
C: -2.62522 -0.17800 -5.08699  -0.21
C: -2.79597 -0.83453 -3.70042  -0.23
O: -3.41277 -2.10111 -3.85561  -0.18
C: -3.52489 -2.72773 -2.55727  -0.08
H: -7.11238 -2.80896 -7.70340  0.09
H: -7.32578 -1.37619 -8.75681  0.08
H: -7.56760 -1.31549 -6.95515  0.08
H: -5.89356 0.52588 -7.55734  0.11
H: -5.07956 -0.01840 -8.97035  0.11
H: -3.32068 1.05904 -7.30555  0.12
H: -2.98296 -0.59049 -7.58232  0.11
H: -4.28850 -1.13713 -5.51169  0.09
H: -2.24458 0.84270 -5.04964  0.10
H: -1.85906 -0.77498 -5.58168  0.10
H: -3.29841 -0.11739 -3.05129  0.11
H: -1.81540 -0.95658 -3.24032  0.10
H: -2.71710 -2.44174 -1.88362  0.07
H: -3.52229 -3.80522 -2.72193  0.07
H: -4.45536 -2.41247 -2.08513  0.10
C: 8.50624 -0.42652 6.75774  -0.12
O: 7.83651 -1.65623 6.66653  -0.20
C: 8.19094 -2.43979 5.51070  -0.18
C: 7.34087 -2.10676 4.22215  -0.22
N: 5.97244 -2.57413 4.35247  -0.05
C: 5.19180 -1.94925 3.26065  -0.20
C: 3.67100 -2.20145 3.42111  -0.21
O: 2.99168 -1.33139 4.34899  -0.19
C: 1.65380 -1.75101 4.64743  -0.09
H: 7.88094 0.28450 7.29769  0.09
H: 8.67315 -0.03487 5.75431  0.08
H: 9.51734 -0.53730 7.14953  0.08
H: 8.16731 -3.51904 5.66160  0.12
H: 9.24648 -2.22307 5.34649  0.11
H: 7.86593 -2.59657 3.40209  0.12
H: 7.31586 -1.03771 4.01097  0.10
H: 5.68254 -2.46343 5.31362  0.11
H: 5.45328 -2.25283 2.24697  0.11
H: 5.34515 -0.87335 3.17681  0.09
H: 3.48977 -3.25772 3.62007  0.12
H: 3.29338 -2.07845 2.40604  0.10
H: 1.16710 -1.00014 5.26986  0.07
H: 1.58394 -2.66821 5.23221  0.09
H: 1.01907 -1.87848 3.77053  0.08
C: -2.85639 2.66018 5.76739  -0.13
O: -2.26348 3.90938 5.68257  -0.26
C: -2.90557 4.92050 6.47190  -0.15
C: -2.14345 6.26793 6.25973  -0.19
N: -0.82880 6.26966 6.86808  -0.05
C: -0.02862 7.40984 6.46282  -0.20
C: -0.67902 8.76135 6.76457  -0.18
O: -1.35982 9.23137 5.54517  -0.22
C: -2.07128 10.43480 5.78809  -0.13
H: -2.24573 1.97404 5.18053  0.08
H: -3.77221 2.59711 5.17969  0.09
H: -2.94513 2.33195 6.80300  0.09
H: -2.85709 4.52961 7.48824  0.12
H: -3.95232 4.96001 6.17046  0.12
H: -2.74877 7.05573 6.70815  0.11
H: -2.14995 6.38991 5.17659  0.10
H: -0.34082 5.40753 6.67130  0.08
H: 0.15076 7.33924 5.39000  0.11
H: 0.86640 7.35397 7.08243  0.12
H: 0.15279 9.44791 6.92213  0.11
H: -1.33739 8.79042 7.63280  0.12
H: -1.43938 11.19563 6.24630  0.08
H: -2.85706 10.29727 6.53090  0.08
H: -2.60190 10.82229 4.91837  0.08
C: -2.36075 4.73564 2.13904  -0.07
O: -1.31979 4.78073 1.17808  -0.20
C: -1.53275 5.66684 0.15126  -0.21
C: -0.36133 5.66641 -0.81041  -0.16
N: -0.34572 4.46730 -1.66162  -0.07
C: -1.38174 4.54967 -2.69863  -0.18
C: -1.25692 3.41221 -3.73787  -0.22
O: -2.22463 3.64027 -4.70815  -0.17
C: -3.55336 3.32592 -4.33207  -0.10
H: -3.35942 4.52925 1.75413  0.06
H: -2.47240 5.72525 2.58209  0.09
H: -2.24573 3.91553 2.84778  0.09
H: -1.43920 6.65223 0.60770  0.12
H: -2.45298 5.48419 -0.40363  0.12
H: 0.53997 5.68777 -0.19778  0.11
H: -0.29743 6.50574 -1.50289  0.11
H: 0.43758 4.36981 -2.29172  0.07
H: -1.29379 5.48900 -3.24455  0.13
H: -2.34498 4.54863 -2.18845  0.09
H: -1.28728 2.46239 -3.20399  0.11
H: -0.28594 3.36588 -4.23098  0.11
H: -3.65696 2.32751 -3.90717  0.07
H: -4.20508 3.24166 -5.20171  0.09
H: -3.97624 4.04344 -3.62890  0.08
C: 2.84397 8.34280 -3.59279  -0.12
O: 3.30070 7.05962 -3.32546  -0.20
C: 2.65970 6.39587 -2.22370  -0.17
C: 3.16228 4.88723 -2.13895  -0.16
N: 2.43493 4.17451 -3.17916  -0.08
C: 2.99720 2.86999 -3.43121  -0.18
C: 2.19863 2.04873 -4.53463  -0.19
O: 2.37015 2.79330 -5.72824  -0.20
C: 1.84760 2.22314 -6.93509  -0.08
H: 3.38922 8.77077 -4.43401  0.09
H: 3.00858 8.83164 -2.63255  0.09
H: 1.76820 8.36565 -3.76689  0.09
H: 1.57400 6.49259 -2.22538  0.09
H: 2.98120 6.85124 -1.28701  0.10
H: 2.81373 4.49722 -1.18265  0.11
H: 4.22240 4.70093 -2.31084  0.12
H: 2.70106 4.71312 -3.99105  0.11
H: 3.01032 2.29921 -2.50269  0.10
H: 4.05291 2.89533 -3.70126  0.11
H: 1.15872 1.91137 -4.23826  0.09
H: 2.61651 1.05051 -4.66512  0.09
H: 2.58694 1.54927 -7.36794  0.08
H: 1.68845 3.08755 -7.57973  0.09
H: 0.86175 1.77165 -6.82387  0.08
C: 5.97558 -7.52100 0.09827  -0.11
O: 4.93512 -7.66762 -0.89219  -0.19
C: 5.19035 -6.98868 -2.12939  -0.21
C: 5.21121 -5.41766 -2.04634  -0.23
N: 5.29679 -4.85523 -3.37034  -0.05
C: 5.15394 -3.35856 -3.27254  -0.16
C: 5.20626 -2.59350 -4.60694  -0.22
O: 5.07013 -1.23828 -4.26315  -0.21
C: 5.25419 -0.36746 -5.34169  -0.12
H: 6.99438 -7.42815 -0.27791  0.08
H: 5.92578 -8.25537 0.90220  0.08
H: 5.93676 -6.52836 0.54690  0.07
H: 4.37170 -7.23988 -2.80379  0.09
H: 6.07955 -7.32387 -2.66330  0.12
H: 5.97014 -5.13890 -1.31529  0.11
H: 4.22564 -5.26921 -1.60508  0.11
H: 4.50752 -5.18559 -3.90700  0.03
H: 6.01815 -3.06887 -2.67478  0.10
H: 4.20325 -3.02881 -2.85356  0.10
H: 4.42278 -2.96474 -5.26756  0.10
H: 6.16170 -2.68094 -5.12423  0.12
H: 4.76643 -0.64504 -6.27612  0.09
H: 6.29829 -0.32104 -5.65121  0.07
H: 4.95373 0.63725 -5.04439  0.08
C: -7.68640 -5.34176 1.25893  -0.11
O: -7.80488 -4.35110 0.22045  -0.20
C: -8.81470 -3.33648 0.52742  -0.17
C: -8.45957 -2.31527 1.64020  -0.21
N: -7.30893 -1.51367 1.24867  -0.07
C: -6.49325 -1.04568 2.37880  -0.18
C: -5.37945 -0.13918 1.75560  -0.17
O: -4.43114 -0.90179 0.95642  -0.20
C: -3.44898 -0.17595 0.31251  -0.14
H: -7.20638 -5.00394 2.17739  0.06
H: -7.05990 -6.18923 0.98075  0.08
H: -8.65813 -5.78841 1.46948  0.09
H: -9.77449 -3.81627 0.71898  0.11
H: -8.91505 -2.83698 -0.43618  0.12
H: -8.17659 -2.69912 2.62035  0.10
H: -9.30836 -1.70112 1.94102  0.11
H: -6.66053 -1.99600 0.64284  0.10
H: -5.95468 -1.83967 2.89613  0.10
H: -7.13801 -0.48598 3.05638  0.12
H: -4.77031 0.17932 2.60154  0.10
H: -5.80016 0.72783 1.24629  0.11
H: -2.60954 -0.80390 0.01394  0.08
H: -3.07643 0.59937 0.98196  0.07
H: -3.84156 0.27525 -0.59876  0.07
C: 2.80773 6.26699 1.92053  -0.09
O: 1.67481 5.66055 2.54794  -0.22
C: 1.88722 4.88380 3.73475  -0.18
C: 0.48876 4.39284 4.01687  -0.18
N: 0.40382 3.66750 5.30747  -0.06
C: 1.09920 2.37903 5.25099  -0.16
C: 0.91221 1.75506 6.71708  -0.18
O: -0.35744 1.09911 6.84617  -0.22
C: -0.56952 0.52433 8.15121  -0.09
H: 3.26373 7.06179 2.51082  0.08
H: 2.40213 6.71989 1.01582  0.06
H: 3.54598 5.50543 1.66932  0.08
H: 2.16361 5.60286 4.50589  0.12
H: 2.69749 4.18537 3.52558  0.11
H: 0.12984 3.72981 3.22968  0.10
H: -0.20929 5.22998 4.01153  0.11
H: -0.56194 3.51969 5.56354  0.05
H: 2.16776 2.49367 5.06898  0.10
H: 0.84591 1.73120 4.41178  0.10
H: 1.08630 2.42816 7.55657  0.12
H: 1.75606 1.06620 6.75564  0.10
H: -0.98622 1.32736 8.75915  0.09
H: 0.20292 -0.06098 8.65006  0.09
H: -1.29500 -0.27927 8.02469  0.06
C: -2.04856 9.15685 1.81834  -0.15
O: -3.16034 8.40265 1.50240  -0.22
C: -4.32857 8.47626 2.42342  -0.14
C: -5.56539 7.86203 1.71289  -0.21
N: -5.50213 6.41333 1.59117  -0.06
C: -6.56986 5.75129 0.75387  -0.16
C: -6.21025 4.27114 0.43826  -0.16
O: -5.14502 4.15407 -0.58002  -0.23
C: -4.48237 2.92959 -0.70182  -0.14
H: -2.25868 10.16559 2.17384  0.08
H: -1.42178 9.27760 0.93479  0.09
H: -1.50232 8.69462 2.64058  0.08
H: -4.56249 9.48299 2.76965  0.11
H: -4.02088 7.92509 3.31204  0.11
H: -5.66663 8.28570 0.71371  0.11
H: -6.48461 8.15342 2.22103  0.11
H: -4.60431 6.12544 1.22904  0.07
H: -6.68513 6.16698 -0.24714  0.11
H: -7.50013 5.67456 1.31673  0.11
H: -7.03377 3.77791 -0.07811  0.12
H: -5.77228 3.76388 1.29790  0.11
H: -3.85731 3.00279 -1.59180  0.06
H: -5.19962 2.15230 -0.96541  0.08
H: -3.93739 2.64553 0.19842  0.07
C: 9.02764 -0.70702 -3.82101  -0.12
O: 8.85514 -0.09835 -2.58222  -0.20
C: 7.67608 -0.57602 -1.90399  -0.19
C: 7.76772 -0.17862 -0.41871  -0.16
N: 6.58250 -0.45319 0.41921  -0.06
C: 5.33490 0.07461 -0.01584  -0.21
C: 5.15996 1.58231 0.43942  -0.17
O: 4.93285 1.85456 1.83619  -0.17
C: 3.68268 1.34819 2.28967  -0.11
H: 8.83456 -1.77431 -3.71285  0.09
H: 10.05519 -0.44824 -4.07651  0.09
H: 8.39530 -0.21949 -4.56301  0.07
H: 7.60624 -1.66193 -1.96752  0.11
H: 6.88311 -0.11421 -2.49223  0.11
H: 7.96478 0.89301 -0.38945  0.11
H: 8.66824 -0.60870 0.01969  0.12
H: 6.67115 0.03215 1.30050  0.09
H: 4.43994 -0.44500 0.32644  0.09
H: 5.28008 -0.00279 -1.10170  0.10
H: 4.36840 1.98926 -0.18980  0.10
H: 6.00074 2.17437 0.07797  0.11
H: 2.80100 1.89851 1.96121  0.07
H: 3.61131 1.44407 3.37310  0.08
H: 3.60101 0.27146 2.14103  0.06
C: 0.14279 0.92791 1.50563  -0.03
C: 0.29044 1.70553 0.18125  -0.40
C: 0.66581 0.77978 -0.95737  -0.18
O: 2.02422 0.29187 -0.88034  -0.19
C: 2.26561 -0.83992 -1.74056  -0.08
N: -0.97852 2.32814 -0.17569  0.07
H: -0.58802 0.13902 1.32766  0.06
H: -0.16674 1.54046 2.35243  0.05
H: 1.10556 0.49372 1.77515  0.06
H: 1.07970 2.45269 0.26444  0.13
H: 0.52201 1.27766 -1.91629  0.10
H: -0.01037 -0.06898 -1.05977  0.11
H: 1.72284 -1.72242 -1.40190  0.06
H: 3.32137 -1.11097 -1.73714  0.07
H: 1.99007 -0.67401 -2.78202  0.06
H: -0.87194 2.88530 -1.01134  0.01
H: -1.14993 3.07343 0.48404  0.04
C: 0.06283 -3.23128 0.18067  -0.04
C: -0.25407 -4.76248 0.16700  -0.39
C: -1.57824 -5.18991 -0.44872  -0.17
O: -2.59224 -4.86764 0.49691  -0.20
C: -3.85310 -5.22066 0.08173  -0.12
N: 0.87788 -5.29767 -0.57465  0.04
H: 1.03199 -3.04392 0.64298  0.07
H: -0.64909 -2.79941 0.88406  0.05
H: -0.10295 -2.64759 -0.72483  0.05
H: -0.16397 -5.15331 1.18053  0.14
H: -1.55134 -6.26826 -0.60531  0.12
H: -1.64940 -4.75767 -1.44683  0.11
H: -3.97446 -6.29211 0.24100  0.09
H: -4.03454 -5.01302 -0.97283  0.08
H: -4.58000 -4.65041 0.66012  0.09
H: 0.61566 -6.25606 -0.75583  0.04
H: 1.64109 -5.29946 0.08688  0.09
C: 3.55621 -7.48549 -5.48274  -0.04
C: 3.09838 -6.13678 -6.05117  -0.37
C: 1.78026 -6.17857 -6.83018  -0.16
O: 1.95348 -6.84924 -8.10349  -0.20
C: 0.79172 -6.98823 -8.92475  -0.10
N: 2.89767 -5.42212 -4.80659  0.04
H: 2.87589 -7.74754 -4.67244  0.06
H: 4.54963 -7.45380 -5.03529  0.07
H: 3.68042 -8.24458 -6.25505  0.08
H: 3.88321 -5.62619 -6.60923  0.14
H: 1.41584 -5.19955 -7.14131  0.12
H: 1.00340 -6.65513 -6.23230  0.10
H: 0.47770 -5.96426 -9.12718  0.08
H: -0.04511 -7.42841 -8.38246  0.08
H: 0.86088 -7.52994 -9.86806  0.08
H: 2.32528 -4.62313 -5.03916  0.05
H: 2.24469 -6.01536 -4.31486  0.04